2 unconnected molecules or ions with the total composition C6H7N2O2 in a non-equilibrium geometry. Source: OMol25; level of theory: ωB97M-V/def2-TZVPD.

Lowest unoccupied orbital energy (alpha / beta) in eV: -5.6 / -5.4
HOMO level (alpha / beta) in eV: -11.702 / -11.641
Total charge: +1
2S+1: 1

```
17
Properties=species:S:1:pos:R:3:forces:R:3:mulliken_charge:R:1
C -0.811 -0.145 -3.303 0.23 0.27 0.22 -0.034
C -0.490 0.296 -2.212 -1.45 -0.97 -1.35 -0.373
C -1.433 -0.807 0.344 0.28 3.52 -3.68 -0.362
C -0.233 0.621 -0.976 0.70 0.63 2.00 -0.215
C 0.238 1.764 -0.338 0.22 0.05 1.88 0.580
C 1.630 0.262 1.083 -0.93 2.82 0.87 0.060
N 0.852 1.306 1.030 0.21 0.59 0.26 -0.134
N -1.222 -1.987 0.655 0.21 -4.24 2.18 -0.127
O 0.326 2.956 -0.508 -0.11 -1.18 -0.59 -0.516
O 2.240 -0.250 2.082 0.37 0.21 3.01 -0.411
H -1.223 -0.327 -4.249 -0.19 -0.28 -0.68 0.465
H -2.312 -0.754 -0.293 -0.52 0.48 0.31 0.308
H 1.910 -0.149 0.174 0.03 -1.24 -1.69 0.542
H 0.773 2.079 1.723 0.19 -1.14 -0.12 0.286
H -1.933 -2.763 0.530 1.05 1.10 0.07 0.279
H -0.424 -2.258 1.244 -0.32 0.00 -0.49 0.247
H 2.112 0.157 3.014 0.03 -0.61 -2.18 0.404
```
Positions in Å, forces in eV/Å.

=====

A molecular structure, C6H7N2P in a non-equilibrium geometry. Source: OMol25; level of theory: ωB97M-V/def2-TZVPD.

Lowest unoccupied orbital energy (alpha / beta) in eV: -1.2 / -1.4
HOMO level (alpha / beta) in eV: -8.333 / -8.795
2S+1: 1

```
16
Properties=species:S:1:pos:R:3:forces:R:3:mulliken_charge:R:1
C -2.543 0.325 -0.268 1.77 0.26 0.76 -0.588
C -1.581 1.320 -0.258 1.76 -1.27 -0.19 -0.538
C -2.214 -0.962 0.082 0.59 -2.33 0.42 -0.176
C -0.244 0.962 -0.095 -1.30 -0.28 -1.14 -0.200
C -0.914 -1.432 0.262 -0.67 2.46 0.36 -0.483
C 0.108 -0.411 0.113 -1.39 0.50 0.35 0.517
N 1.358 -0.703 0.299 3.93 2.00 -1.33 -0.494
N 2.328 0.730 -0.204 -4.16 -2.61 1.84 -0.229
P 3.831 0.277 -0.417 2.66 -1.64 -0.38 -0.079
H -3.507 0.605 -0.449 -2.54 0.44 -0.40 0.460
H -1.842 2.308 -0.493 -0.31 1.27 -0.19 0.403
H -2.971 -1.718 0.287 -0.26 0.34 -0.32 0.305
H 0.632 1.558 -0.340 -0.83 0.42 0.51 0.584
H -0.784 -2.385 0.739 0.55 -0.32 -0.35 0.387
H 4.399 0.634 0.806 0.42 0.68 0.35 0.068
H 3.943 -1.106 -0.063 -0.22 0.09 -0.30 0.063
```
Positions in Å, forces in eV/Å.

=====

A single C6H7N3O molecule in a non-equilibrium geometry. Source: OMol25; level of theory: ωB97M-V/def2-TZVPD.

Lowest unoccupied orbital energy in eV: 0.7
HOMO level in eV: -8.712
2S+1: 1
Structure (SMILES): NC(=O)Nc1ccccn1

```
17
Properties=species:S:1:pos:R:3:forces:R:3:mulliken_charge:R:1
N -3.176 -1.487 0.021 3.46 -5.95 14.57 -0.444
C -1.932 -1.100 0.656 -3.17 0.74 -3.51 0.325
O -1.704 -1.327 1.780 0.80 -0.59 1.78 -0.454
N -1.177 -0.384 -0.296 3.15 -3.69 5.71 -0.155
C 0.086 0.073 -0.130 2.92 0.83 2.49 0.821
C 0.685 0.939 -1.087 -4.53 -1.57 -1.70 -0.330
C 1.959 1.266 -0.977 4.77 4.04 -2.07 -0.307
C 2.700 0.984 0.170 -9.91 -3.32 -0.44 -0.663
C 2.022 0.186 1.126 1.18 -1.29 0.83 -0.126
N 0.737 -0.268 1.014 1.45 0.59 -1.08 -0.408
H -3.980 -1.759 0.759 2.93 0.81 -2.22 0.273
H -3.524 -1.172 -0.677 -4.71 5.28 -11.24 0.158
H -1.566 0.058 -0.963 -4.25 3.18 -5.86 0.138
H 0.009 1.174 -1.991 1.48 -0.14 1.30 0.184
H 2.521 1.992 -1.845 -1.82 -2.26 2.41 0.178
H 3.583 1.099 0.405 8.87 1.90 1.33 0.611
H 2.758 -0.277 2.035 -2.63 1.44 -2.29 0.201
```
Positions in Å, forces in eV/Å.

=====

A single C6H7N3O molecule in a non-equilibrium geometry. Source: OMol25; level of theory: ωB97M-V/def2-TZVPD.

Lowest unoccupied orbital energy in eV: 0.8
HOMO level in eV: -7.803
2S+1: 1
Structure (SMILES): Cc1cc2n[nH]c(N)c2o1

```
17
Properties=species:S:1:pos:R:3:forces:R:3:mulliken_charge:R:1
C -2.047 -0.052 -2.357 -0.44 0.38 -0.52 -0.949
C -1.349 -0.021 -1.036 -1.41 2.49 1.54 0.532
C -1.628 0.816 0.075 3.26 -3.19 -0.94 -0.921
C -0.411 0.608 0.889 -0.24 0.53 0.19 0.847
N 0.044 0.976 2.090 1.24 0.26 0.23 -0.935
N 1.339 0.444 2.112 -3.83 0.25 -1.22 0.319
C 1.663 -0.302 1.090 -2.08 -0.96 -3.54 -0.221
N 2.942 -0.874 1.047 -0.41 -0.37 3.48 -0.630
C 0.479 -0.173 0.151 2.00 0.27 3.84 0.557
O -0.136 -0.591 -0.971 1.27 -1.28 -1.32 -0.507
H -2.728 -0.900 -2.577 0.56 0.20 0.50 0.254
H -2.713 0.853 -2.267 0.73 -0.81 -0.86 0.291
H -1.293 -0.026 -3.212 -1.05 0.38 1.12 0.261
H -2.453 1.382 0.379 -1.13 0.59 -0.15 0.438
H 1.999 0.679 2.770 1.25 0.80 2.02 0.213
H 3.136 -1.109 0.156 1.14 -0.97 -3.54 0.214
H 3.156 -1.708 1.661 -0.85 1.44 -0.81 0.237
```
Positions in Å, forces in eV/Å.

=====

Record-wise energy above the lowest of the compared OMol25 structures with the same formula, charge and spin values, in kcal/mol: 187.0, 93.6, 64.8, 55.4